Here is a structure of composition C31H23BrN3O7ReS at a distorted geometry from OMol25. Energies are from the ωB97M-V functional and the def2-TZVPD basis.

Each line ends with the Löwdin charge.
Atoms and positions in Å:
Re 1.170 0.383 1.491  1.771
O -2.674 1.338 6.152  0.123
C -1.848 1.032 5.154  -0.263
C -2.215 0.224 4.071  0.102
C -1.306 0.025 3.060  -0.148
N -0.080 0.542 3.097  -0.036
C 0.284 1.314 4.128  -0.153
C -0.563 1.592 5.169  0.112
C 1.658 1.934 3.925  -0.531
O 2.069 2.768 4.684  0.145
O 2.265 1.486 2.847  -0.117
C -1.617 -0.621 1.729  -0.523
O -2.710 -1.068 1.500  0.135
O -0.621 -0.548 0.873  -0.204
H -3.540 0.929 6.051  0.132
H -3.193 -0.235 3.984  0.143
H -0.252 2.254 5.965  0.149
Br 5.166 -5.332 -1.217  0.782
C 4.143 -4.073 -0.250  -0.678
C 3.572 -4.443 0.978  -0.079
C 2.841 -3.532 1.690  0.020
C 2.627 -2.218 1.221  -0.292
O 1.899 -1.419 1.948  -0.171
C 3.211 -1.852 -0.033  -0.109
C 3.102 -0.563 -0.609  -0.019
N 2.464 0.465 -0.113  -0.065
C 2.466 1.718 -0.773  -0.186
C 3.299 2.102 -1.795  0.024
C 3.191 3.380 -2.370  -0.035
C 2.280 4.287 -1.912  -0.006
C 1.429 3.945 -0.837  -0.132
C 0.496 4.844 -0.278  0.037
C -0.296 4.439 0.763  -0.007
C -0.172 3.131 1.238  -0.064
N 0.690 2.259 0.741  -0.042
C 1.512 2.652 -0.285  -0.135
C 3.961 -2.813 -0.745  -0.071
H 3.702 -5.449 1.352  0.115
H 2.379 -3.802 2.630  0.129
H 3.602 -0.446 -1.567  0.135
H 4.061 1.435 -2.172  0.118
H 3.849 3.643 -3.187  0.120
H 2.196 5.275 -2.345  0.125
H 0.423 5.846 -0.680  0.133
H -1.011 5.102 1.227  0.121
H -0.801 2.798 2.053  0.125
H 4.390 -2.544 -1.701  0.116
C -4.874 -4.056 -3.629  -0.044
C -3.904 -3.042 -3.091  -0.264
C -2.553 -3.080 -3.422  -0.029
C -1.667 -2.136 -2.924  -0.061
C -2.146 -1.142 -2.093  -0.396
C -3.480 -1.107 -1.713  -0.089
C -4.354 -2.053 -2.216  -0.028
S -1.145 0.249 -1.561  0.916
C -1.518 1.254 -3.051  -0.200
O 0.302 -0.065 -1.698  -0.519
H -4.450 -4.624 -4.454  0.078
H -5.787 -3.568 -3.969  0.083
H -5.154 -4.756 -2.839  0.089
H -2.188 -3.859 -4.080  0.116
H -0.617 -2.160 -3.189  0.114
H -3.824 -0.345 -1.024  0.108
H -5.397 -2.032 -1.925  0.120
H -1.338 0.654 -3.940  0.061
H -0.843 2.110 -3.026  0.041
H -2.557 1.573 -3.007  0.057

Summary:
Charge   +1
Expectation value of S²   0.7660
Frontier orbital gap (alpha / beta)   6.2 / 6.5 eV
Highest occupied orbital energy (alpha / beta)   -10.895 / -10.924 eV
Multiplicity   2